1.
H20O10 | wB97M-V/def2-TZVPD

Kohn-Sham gap (alpha / beta) = 9.670 / 3.329 eV
DFT total energy = -20786.2610 eV
HOMO (alpha / beta) = -0.507 / -0.506 Eh
Multiplicity = 2
<S²> = 0.757
Net charge = +1
ΔE to the lowest compared entry with this formula, charge and spin = 3.809 eV
M = 180.15 g/mol

XYZ file:
```
30
H20O10 (wB97M-V/def2-TZVPD)
O -0.79 -3.69 -1.15
H -0.24 -4.15 -1.80
H -0.84 -4.43 -0.40
O 1.77 -3.09 -0.60
H 1.85 -3.02 0.31
H 1.34 -2.29 -0.90
O -0.34 -0.66 0.42
H -0.47 -1.62 0.15
H -0.04 -0.49 1.50
O -0.23 2.17 0.28
H 0.45 1.59 0.61
H 0.02 3.01 0.70
O 2.62 2.55 -1.09
H 2.46 3.37 -1.63
H 1.97 2.11 -1.66
O -3.17 0.28 -0.20
H -3.94 0.55 0.12
H -2.67 1.16 -0.31
O -1.29 2.88 -1.84
H -0.93 2.15 -2.39
H -0.48 2.84 -1.32
O -0.63 -0.18 -2.53
H -1.39 -0.40 -1.97
H -1.02 -0.84 -3.18
O 2.24 1.79 3.03
H 1.49 1.45 2.83
H 2.77 0.98 3.23
O 0.15 -1.17 3.03
H -0.04 -2.12 3.33
H -0.63 -0.72 3.42
```

---

2.
H20O10Xe | wB97M-V/def2-TZVPD

Kohn-Sham gap = 9.886 eV
DFT total energy = -29762.1385 eV
HOMO = -0.373 Eh
Net charge = 0
ΔE to the lowest compared entry with this formula, charge and spin = 0.828 eV
M = 311.44 g/mol

XYZ file:
```
31
H20O10Xe (wB97M-V/def2-TZVPD)
Xe -0.16 -0.02 0.33
O 0.33 0.55 4.51
H -0.29 -0.16 4.32
H 0.52 0.45 5.44
O -2.10 -3.57 -0.95
H -1.15 -3.58 -0.87
H -2.33 -2.65 -0.83
O 2.11 1.41 2.51
H 1.49 1.14 3.19
H 2.63 0.62 2.33
O 0.59 -3.74 -0.89
H 1.22 -3.60 -1.60
H 0.86 -3.12 -0.20
O -1.08 3.09 -2.04
H -1.23 3.85 -2.60
H -1.37 3.38 -1.17
O 1.70 2.05 -2.18
H 2.01 2.82 -2.66
H 0.81 2.26 -1.93
O -3.41 -1.14 -0.88
H -3.86 -1.66 -1.54
H -4.02 -1.08 -0.15
O 2.84 2.80 0.13
H 2.53 2.57 -0.74
H 2.44 2.15 0.71
O 2.45 -2.94 1.36
H 1.65 -3.15 1.84
H 2.87 -2.25 1.88
O -2.86 1.14 -2.79
H -2.92 0.53 -2.06
H -2.27 1.82 -2.49
```

---

3.
H21O10 | wB97M-V/def2-TZVPD

Kohn-Sham gap = 11.098 eV
DFT total energy = -20808.7571 eV
HOMO = -0.511 Eh
Net charge = +1
ΔE to the lowest compared entry with this formula, charge and spin = 2.071 eV
M = 181.16 g/mol

XYZ file:
```
31
H21O10 (wB97M-V/def2-TZVPD)
O -0.96 2.73 0.42
H -1.29 2.03 0.99
H 0.69 0.63 1.44
O 2.24 -1.61 -1.96
H 2.15 -2.15 -2.75
H 1.52 -1.10 -1.62
O 1.83 -1.95 1.82
H 1.43 1.51 0.34
H 2.30 -2.44 1.14
O -0.41 -0.11 1.91
H -0.90 0.26 2.66
H -0.29 -1.04 2.14
O 1.20 1.97 -0.91
H -3.59 2.69 2.09
H 1.75 2.74 -1.10
O 0.18 0.37 -3.03
H -0.20 0.18 -2.17
H 0.35 2.45 -0.67
O -1.80 -1.05 -1.14
H -0.10 0.00 -3.87
H -2.61 -0.79 -1.61
O 0.29 -3.19 0.04
H 1.02 -3.67 -0.37
H -1.19 -1.00 -1.89
O 1.50 1.35 1.47
H -1.69 3.34 0.30
O -3.11 1.97 1.68
H -3.57 1.69 0.88
H -0.41 -3.84 0.09
H 1.42 -2.70 2.27
H 2.24 0.72 1.42
```

---

4.
H21O11 | wB97M-V/def2-TZVPD

Kohn-Sham gap = 8.947 eV
DFT total energy = -22863.9549 eV
HOMO = -0.241 Eh
Net charge = -1
ΔE to the lowest compared entry with this formula, charge and spin = 2.979 eV
M = 197.16 g/mol

XYZ file:
```
32
H21O11 (wB97M-V/def2-TZVPD)
O 1.68 0.00 0.92
H 2.19 0.71 0.65
H 0.88 0.28 0.50
O 0.15 1.11 -0.69
H -1.64 -0.61 -0.99
H -0.21 -1.29 -2.38
O -1.50 1.48 4.63
H -0.80 0.91 -1.16
H 1.30 1.75 2.49
O 2.00 2.26 -3.08
H 1.70 1.50 -3.58
H 0.18 -3.41 0.68
O -1.67 0.07 -3.61
H 3.24 -1.83 1.40
H 2.25 3.03 -3.72
O 0.63 2.36 2.99
H 0.49 2.88 2.16
H 1.10 -1.34 -1.61
O 0.59 -2.00 -2.27
H -2.15 1.32 3.94
O -2.03 0.26 -1.10
H -0.64 1.79 4.14
H -2.94 0.51 0.10
O -3.57 0.58 0.92
H -4.42 0.26 0.45
H 0.71 1.16 -1.40
O 3.81 -2.23 0.74
H -1.95 -0.18 -2.66
H 3.49 -1.82 -0.10
O -0.11 -4.23 0.93
H -1.70 1.07 -3.40
H -0.96 -4.02 1.32
```

---

5.
H21O11 | wB97M-V/def2-TZVPD

Kohn-Sham gap = 8.182 eV
DFT total energy = -22862.1689 eV
HOMO = -0.215 Eh
Net charge = -1
ΔE to the lowest compared entry with this formula, charge and spin = 4.765 eV
M = 197.16 g/mol

XYZ file:
```
32
H21O11 (wB97M-V/def2-TZVPD)
O -2.60 3.33 -1.63
H -2.20 3.35 -2.47
H -3.20 2.58 -1.57
O 0.91 -0.24 0.32
H 0.50 0.64 0.21
H 0.14 -0.80 -0.43
O 4.36 0.52 0.51
H -1.32 1.63 0.54
H 2.52 2.60 -2.22
O -3.15 0.68 2.36
H -4.04 0.88 1.95
H -0.42 -2.46 2.25
O -3.15 -2.52 -1.76
H 1.12 -1.13 1.73
H -2.86 0.28 1.49
O 3.02 3.09 -1.64
H 3.26 2.32 -0.99
H -1.37 -0.84 -0.58
O -0.78 -1.35 -1.11
H 4.09 -0.23 -0.10
O -0.78 2.33 0.25
H 3.56 0.94 0.44
H -1.07 2.94 0.92
O 1.93 -2.15 -2.17
H 1.12 -1.68 -1.97
H 2.08 -2.25 -2.95
O 1.65 -1.63 2.52
H -2.31 -2.90 -1.70
H 2.53 -1.53 2.18
O -1.20 -2.21 2.56
H -2.93 -1.92 -1.02
H -0.80 -1.31 2.75
```

---

6.
H21O11 | wB97M-V/def2-TZVPD

Kohn-Sham gap = 9.253 eV
DFT total energy = -22865.2406 eV
HOMO = -0.231 Eh
Net charge = -1
ΔE to the lowest compared entry with this formula, charge and spin = 1.694 eV
M = 197.16 g/mol

XYZ file:
```
32
H21O11 (wB97M-V/def2-TZVPD)
O 0.05 -0.28 0.57
H 0.06 0.31 -0.20
O 1.32 -1.46 2.58
H 1.78 -2.22 2.18
H 0.83 -1.15 1.77
O -2.17 0.35 -1.16
H -1.44 0.17 -0.60
H -2.79 0.46 -0.44
O 0.50 -2.28 -0.91
H -0.37 -2.62 -1.13
H 0.38 -1.54 -0.28
O -1.73 2.87 -2.11
H -1.98 3.69 -1.73
H -1.83 2.11 -1.51
O 2.75 -0.66 -0.10
H 1.85 -0.44 0.08
H 3.31 0.11 0.18
O -1.33 0.10 2.66
H -1.05 -0.57 3.28
H -0.67 0.02 1.93
O 0.95 1.65 -1.80
H 0.80 2.02 -0.93
H 1.85 1.83 -2.02
O 1.54 -0.71 -2.77
H 1.52 -1.31 -1.99
H 1.19 0.14 -2.47
O -2.01 -2.31 1.23
H -1.18 -1.83 1.17
H -1.80 -3.19 1.65
O -0.35 2.51 0.74
H 0.47 2.69 1.19
H -0.45 1.57 0.91
```

---

7.
H21O11 | wB97M-V/def2-TZVPD

Kohn-Sham gap (alpha / beta) = 10.795 / 6.076 eV
DFT total energy = -22858.5386 eV
HOMO (alpha / beta) = -0.408 / -0.408 Eh
Multiplicity = 2
<S²> = 0.756
Net charge = 0
ΔE to the lowest compared entry with this formula, charge and spin = 1.365 eV
M = 197.16 g/mol

XYZ file:
```
32
H21O11 (wB97M-V/def2-TZVPD)
O 0.84 -3.92 0.63
H 0.34 -3.75 1.43
H -1.33 2.07 3.80
O -1.53 1.43 3.12
H -1.44 1.72 -2.93
H -1.96 -1.59 1.54
O -1.26 0.86 0.32
H -1.26 1.00 -1.50
H -1.66 -2.33 -0.88
O 0.53 -1.00 -0.90
H -0.39 -1.19 -0.42
H 1.52 0.14 2.20
O -0.86 3.61 0.06
H 0.92 1.54 -2.37
H 1.27 -3.19 0.21
O -1.63 -1.60 -0.23
H 1.19 2.74 -2.75
H -1.70 -2.93 2.18
O -1.96 -2.02 2.41
H -1.86 0.24 0.74
O -1.48 0.91 -2.44
H -0.44 0.37 0.14
H 3.94 -0.37 -2.81
O 4.44 0.03 -2.09
H 4.01 0.18 -1.26
H -2.45 1.33 2.88
O 1.67 1.90 -2.93
H -1.33 3.55 0.89
H 0.78 -0.89 -1.77
O 2.16 -0.46 1.80
H -0.82 2.69 -0.24
H 1.76 -1.04 1.16
```

---

8.
H22KrO11 | wB97M-V/def2-TZVPD

Kohn-Sham gap = 9.815 eV
DFT total energy = -97809.7910 eV
HOMO = -0.379 Eh
Net charge = 0
ΔE to the lowest compared entry with this formula, charge and spin = 0.623 eV
M = 281.96 g/mol

XYZ file:
```
34
H22KrO11 (wB97M-V/def2-TZVPD)
Kr 0.31 0.22 0.01
O 1.81 -3.32 0.69
H 1.22 -3.05 -0.02
H 1.31 -3.18 1.49
O -2.60 2.95 -0.63
H -2.24 3.07 -1.51
H -2.88 2.03 -0.61
O 2.92 0.31 -1.86
H 2.92 -0.52 -2.34
H 3.82 0.63 -1.93
O -1.85 -1.90 -2.68
H -2.60 -2.35 -2.28
H -1.09 -2.42 -2.43
O -3.16 0.15 -1.23
H -2.48 -0.27 -1.76
H -3.37 -0.50 -0.56
O -1.27 -1.13 2.99
H -0.51 -1.63 3.29
H -1.08 -0.23 3.26
O 1.71 2.97 -2.25
H 0.81 3.20 -2.48
H 1.69 2.03 -2.08
O -3.30 -1.86 0.80
H -4.03 -2.05 1.39
H -2.65 -1.45 1.37
O -0.42 3.99 0.94
H -0.96 3.48 0.33
H -0.21 3.37 1.64
O 3.33 -1.09 0.58
H 3.02 -0.78 -0.27
H 2.87 -1.92 0.72
O 2.73 0.72 2.50
H 2.79 0.04 1.83
H 3.42 0.49 3.13
```